No. 1
Formula: C34H48F11N2O14SV
Source: OMol25
Level of theory: the ωB97M-V functional and the def2-TZVPD basis

Spin multiplicity: 4
E_HOMO (spin up / spin down) in eV: -12.14 / -12.14
Net charge: +1

Last column: Mulliken spin population.
Element x y z (Å)
V 4.15641 0.12339 -1.00034  3.013
C -0.17591 1.38249 -0.64928  0.003
F 0.22294 2.32468 -1.51479  0.000
F 0.13453 1.79772 0.58215  -0.001
F -1.48957 1.22589 -0.72458  0.000
S 0.65692 -0.21953 -0.97634  0.038
O 0.24505 -0.64696 -2.28113  0.003
O 2.06800 0.16840 -0.89927  -0.255
O 0.22136 -1.06427 0.10823  0.009
C -4.94985 -0.81649 2.54607  0.000
C -5.75745 -1.73607 3.44957  0.000
C -7.17051 -1.19653 3.67390  0.000
F -7.05648 0.05532 4.21013  0.000
F -7.79348 -1.10320 2.47614  0.000
F -5.85480 -2.95893 2.84394  0.000
F -5.17958 -1.93073 4.64694  0.000
O -3.61822 -1.30356 2.39775  0.000
C -2.64176 -0.68384 3.09462  0.000
C -1.40650 -1.56685 2.90311  -0.001
F -0.38187 -1.13075 3.69308  0.000
F -1.67254 -2.84049 3.25535  0.000
F -2.41988 0.55468 2.59132  0.000
F -2.96022 -0.53844 4.39397  0.000
H -4.96258 0.20835 2.91181  0.000
H -5.37816 -0.84349 1.54753  0.000
H -7.77570 -1.79554 4.35463  0.000
H -1.09646 -1.55956 1.85467  0.000
O 2.23332 0.04917 -8.20690  0.000
C 2.17034 0.52982 -7.12340  0.000
O 2.05216 1.86153 -6.93059  0.000
C 2.08142 2.18525 -5.53636  0.000
C 1.79016 0.88235 -4.79006  -0.003
C 2.19322 -0.19071 -5.78740  -0.001
H 1.37552 2.98899 -5.34135  0.000
H 3.07530 2.55776 -5.26251  0.000
H 0.72811 0.82829 -4.54420  0.001
H 2.28082 0.85224 -3.81616  0.033
H 1.53851 -1.05477 -5.75813  0.000
H 3.22803 -0.51924 -5.65740  0.000
O 3.72413 2.25478 -1.50351  0.032
C 3.46013 3.42760 -1.64641  0.032
O 3.60518 4.01473 -2.82321  0.003
C 3.17364 5.40008 -2.75793  0.000
C 3.18047 5.75164 -1.25684  0.000
C 2.93875 4.39396 -0.61281  -0.002
H 2.18753 5.47769 -3.21136  0.000
H 3.88081 5.99568 -3.32520  0.000
H 2.41376 6.50034 -1.06951  0.000
H 4.13661 6.18967 -0.97521  0.000
H 1.86871 4.18420 -0.49690  0.001
H 3.40167 4.20117 0.35297  0.000
O 1.12559 -6.86440 -0.55425  0.000
C 1.00815 -6.04617 0.30225  0.000
O 0.36161 -4.87820 0.08507  0.000
C 0.53967 -3.96856 1.19260  0.000
C 0.90094 -4.87259 2.39670  0.000
C 1.58308 -6.05733 1.71180  0.000
H -0.41109 -3.46845 1.34234  0.000
H 1.31663 -3.24470 0.94280  -0.001
H -0.06003 -5.17760 2.80580  0.000
H 1.54698 -4.33779 3.08548  0.000
H 1.39022 -7.01557 2.18350  0.000
H 2.66062 -5.92823 1.57975  0.000
O 3.69974 0.93168 1.07764  0.012
C 3.08920 1.20174 2.08701  0.019
O 3.19994 2.40911 2.61570  0.001
C 2.32757 2.58037 3.74825  -0.001
C 1.99697 1.14775 4.17575  0.001
C 2.12612 0.35577 2.86512  0.001
H 1.47625 3.20227 3.47713  0.000
H 2.82227 3.05342 4.59337  0.000
H 1.04214 1.00179 4.67147  0.000
H 2.77775 0.80536 4.85655  0.000
H 1.16712 0.29193 2.35137  0.000
H 2.51853 -0.64366 3.03112  -0.001
O 3.59869 -1.58188 -2.20274  0.041
C 3.18360 -2.50035 -2.91129  0.027
O 3.63419 -2.64427 -4.13336  0.001
C 3.04572 -3.82793 -4.75778  0.000
C 1.82379 -4.18554 -3.88741  0.000
C 2.13933 -3.52191 -2.54860  -0.004
H 3.80724 -4.60234 -4.71962  0.000
H 2.75167 -3.59977 -5.77563  0.000
H 1.76195 -5.26736 -3.80672  0.000
H 0.91167 -3.77252 -4.30733  0.000
H 2.63728 -4.18127 -1.83589  0.000
H 1.29223 -3.00484 -2.11054  0.001
C -3.83309 -3.12751 -0.19198  0.000
C -2.77098 -2.19023 -0.74675  0.000
C -3.25114 -1.32457 -1.91702  0.000
C -4.38171 -0.46914 -1.56734  0.000
N -5.26976 0.19621 -1.26992  0.000
H -3.49427 -3.72403 0.65207  0.000
H -4.17333 -3.83863 -0.95183  0.000
H -4.71911 -2.55104 0.08806  0.000
H -1.95988 -2.79644 -1.16467  0.000
H -2.36533 -1.51809 0.00905  0.000
H -3.51949 -1.95458 -2.77205  0.000
H -2.44310 -0.70336 -2.30767  0.000
C -1.90931 4.70127 1.72122  0.000
C -1.55778 4.15742 3.11404  0.000
C -0.99642 5.26106 4.02690  0.000
C -2.00709 6.25320 4.38439  0.000
N -2.79749 7.03256 4.66437  0.000
H -1.38415 4.17033 0.92777  0.000
H -1.66759 5.76326 1.63311  0.000
H -2.97753 4.64524 1.51471  0.000
H -0.77000 3.40235 3.02257  0.000
H -2.39987 3.62877 3.55678  0.000
H -0.12818 5.71960 3.55809  0.000
H -0.69868 4.81049 4.97986  0.000



No. 2
Formula: C34H48I2KN3OSi4
Source: OMol25
Level of theory: the ωB97M-V functional and the def2-TZVPD basis

E_HOMO in eV: -1.58
Net charge: -2

Last column: Löwdin charge in e.
Element x y z (Å)
K 0.29929 -1.29991 0.61053  0.678
I 0.23760 -6.49792 6.76420  0.721
C 0.06536 -5.35760 5.00566  -0.765
C -1.02817 -5.53910 4.17407  -0.272
C -1.08746 -4.79747 3.01006  -0.636
I -2.73305 -5.02621 1.73306  0.818
C -0.08718 -3.85953 2.57557  -0.479
O -0.15468 -3.27467 1.45302  -0.322
C 0.97590 -3.66245 3.53203  -0.122
C 1.99710 -2.52652 3.42544  -0.152
N 2.21568 -1.92783 2.12093  -0.140
C 3.46965 -2.24711 1.47462  -0.166
C 3.75928 -1.32434 0.30679  -0.279
C 5.06498 -0.95020 0.00138  -0.041
C 5.28720 -0.09027 -1.06164  -0.081
C 4.20540 0.37918 -1.78857  -0.061
C 2.94088 -0.05437 -1.42599  -0.114
N 2.72296 -0.89441 -0.41467  0.069
C 1.03941 -4.42179 4.68872  -0.158
H -1.81545 -6.23652 4.42364  0.066
H 2.94586 -2.88923 3.84617  0.107
H 1.65725 -1.72849 4.09297  0.130
H 2.06928 -0.91472 2.17459  0.048
H 3.43057 -3.27699 1.09369  0.132
H 4.32547 -2.20695 2.16692  0.110
H 5.88535 -1.31183 0.60901  0.104
H 6.29498 0.22335 -1.30834  0.098
H 4.33105 1.07256 -2.60995  0.101
H 2.05529 0.28485 -1.95829  0.081
H 1.86587 -4.25619 5.37319  0.089
C 3.33736 4.36032 1.68124  -0.157
C 3.85356 3.08005 1.49278  -0.133
C 3.08590 1.95183 1.72529  -0.049
C 1.73569 2.03214 2.14765  -0.320
C 1.23571 3.34837 2.34623  -0.058
C 2.01561 4.46825 2.11166  -0.133
N 0.98802 0.90110 2.25219  0.007
C -0.13711 0.86082 3.04517  -0.324
C -1.26903 0.12839 2.62234  -0.082
C -2.36829 -0.06992 3.44402  -0.095
C -2.40768 0.46995 4.72340  -0.135
C -1.31757 1.22274 5.15452  -0.123
C -0.21396 1.41990 4.34173  -0.056
H 3.93880 5.24031 1.48947  0.071
H 4.87902 2.95777 1.15683  0.084
H 3.51657 0.96907 1.57293  0.080
H 0.20285 3.46797 2.65135  0.099
H 1.57751 5.45178 2.25320  0.086
H -1.27823 -0.27342 1.62163  0.022
H -3.20779 -0.64565 3.07048  0.099
H -3.26397 0.31066 5.36583  0.080
H -1.32296 1.65437 6.15039  0.085
H 0.63007 1.99541 4.70429  0.102
C -4.76001 0.14411 -3.47380  -0.236
Si -3.44617 -0.53432 -2.28753  0.254
C -3.45952 -2.40254 -2.60776  -0.239
C -4.18386 -0.33423 -0.55621  -0.229
Si -1.25674 0.23205 -2.29741  0.361
Si -1.34261 2.52019 -1.90655  0.258
C -2.14885 2.88683 -0.23605  -0.225
C -2.20196 3.68169 -3.13571  -0.240
C 0.41608 3.19980 -1.72419  -0.230
Si -0.61227 -0.01230 -4.50971  0.252
C 1.09857 0.76569 -4.81048  -0.238
C -0.37950 -1.85851 -4.88075  -0.247
C -1.67112 0.59316 -5.96331  -0.239
H -5.71191 -0.38112 -3.33665  0.014
H -4.44242 0.01784 -4.51422  -0.003
H -4.92852 1.21424 -3.31208  0.011
H -4.43434 -2.83944 -2.36078  0.019
H -2.69927 -2.90162 -1.99855  0.022
H -3.24298 -2.62912 -3.65723  0.002
H -5.20437 -0.73114 -0.50256  0.021
H -4.20677 0.71370 -0.24467  0.001
H -3.57160 -0.87417 0.17442  0.017
H -3.21927 2.66007 -0.23690  0.004
H -2.02510 3.94316 0.02904  0.023
H -1.68535 2.28426 0.55396  0.015
H -3.24671 3.38600 -3.28020  0.007
H -1.71416 3.64231 -4.11629  0.007
H -2.18005 4.71778 -2.77983  0.013
H 0.91801 2.72045 -0.87504  0.018
H 0.40319 4.27934 -1.53417  0.023
H 1.02682 3.02145 -2.61512  -0.005
H 1.88525 0.12070 -4.40272  0.009
H 1.18205 1.73600 -4.31198  -0.007
H 1.29993 0.91491 -5.87722  0.015
H 0.24962 -2.32736 -4.11783  0.019
H 0.07899 -2.02600 -5.86311  0.016
H -1.34453 -2.37566 -4.86471  0.000
H -1.81641 1.67835 -5.93263  0.010
H -2.66436 0.13247 -5.92775  0.000
H -1.20358 0.33143 -6.91918  0.012



No. 3
Formula: C34H48I2N7OTm
Source: OMol25
Level of theory: the ωB97M-V functional and the def2-TZVPD basis

Spin multiplicity: 3
E_HOMO (spin up / spin down) in eV: -12.56 / -12.55
Net charge: +2
Relative energy (zero: lowest compared OMol25 entry of this formula, charge and spin) in kcal/mol: 0.0

Last column: Mulliken spin population.
Element x y z (Å)
Tm -0.57641 -0.44356 -0.14468  2.021
C -1.62828 3.61782 1.94193  0.000
C -0.63846 2.80887 2.77248  -0.001
C -0.64193 3.28955 4.22674  0.000
C -0.89683 1.32048 2.73034  -0.006
C -2.18708 0.79291 2.71319  0.004
C -2.40798 -0.57811 2.78918  0.000
C -1.35366 -1.48174 2.85836  0.001
C -1.59099 -2.96420 2.95604  -0.001
C -0.05851 -0.95538 2.86017  0.003
C 0.16385 0.41372 2.79916  -0.002
H -1.32319 4.66453 1.90532  0.000
H -2.62701 3.60795 2.38167  0.000
H -1.70943 3.24937 0.91535  0.000
H 0.36704 2.96007 2.36494  0.001
H -1.62456 3.13753 4.67736  0.000
H -0.41196 4.35366 4.27854  0.000
H 0.08916 2.75437 4.83271  0.000
H -3.03902 1.45964 2.67156  0.000
H -3.42409 -0.95198 2.79227  0.000
H -1.03904 -3.51522 2.19007  0.000
H -2.64747 -3.20359 2.84285  0.000
H -1.25927 -3.34916 3.92108  0.000
H 0.78591 -1.62911 2.92676  0.002
H 1.18046 0.79122 2.81432  0.000
I -4.69832 -2.07120 -5.91389  0.000
C -3.22223 -1.47295 -4.59649  0.000
C -3.25838 -0.19000 -4.05601  0.000
C -2.23852 0.20109 -3.20037  -0.001
I -2.34548 1.90168 -2.00409  -0.001
C -1.18426 -0.65403 -2.91745  0.004
O -0.17955 -0.28722 -2.10053  -0.003
C -1.23593 -1.98296 -3.32919  -0.003
C -0.33723 -2.90637 -2.55692  0.002
N -0.78175 -2.86758 -1.11635  -0.004
C -2.10135 -3.50101 -0.96511  0.001
C -3.18806 -2.59633 -0.44226  -0.001
C -4.46138 -3.13546 -0.27664  -0.001
C -5.50806 -2.31201 0.07638  0.000
C -5.25754 -0.95746 0.26967  -0.001
C -3.96559 -0.50963 0.12891  -0.001
N -2.93133 -1.30388 -0.21517  -0.007
C -2.24127 -2.38033 -4.19803  0.000
H -4.07797 0.47694 -4.28331  0.000
H 0.70183 -2.58130 -2.58458  0.000
H -0.39920 -3.93061 -2.93425  0.000
H -0.11228 -3.39632 -0.56980  0.000
H -2.03856 -4.39622 -0.34099  0.000
H -2.44802 -3.84754 -1.94287  0.000
H -4.61706 -4.19063 -0.45872  0.000
H -6.50734 -2.71058 0.18951  0.000
H -6.04458 -0.26568 0.53197  0.000
H -3.73021 0.53235 0.29463  0.000
H -2.28488 -3.40590 -4.54427  0.000
C 1.81403 -4.06104 0.78333  0.000
N 2.65734 -3.25867 -0.07988  0.000
C 3.47282 -4.01600 -1.02172  0.000
C 2.67401 -1.90459 -0.01777  0.001
N 1.59479 -1.22818 0.33716  -0.004
N 3.82518 -1.28471 -0.36514  0.000
C 3.79340 0.11428 -0.75328  0.000
C 5.14078 -1.82057 -0.02162  0.000
H 2.42666 -4.72967 1.39256  0.000
H 1.14431 -4.69951 0.19718  0.000
H 1.23325 -3.41856 1.43864  0.000
H 2.82972 -4.71509 -1.55947  0.000
H 4.25071 -4.58795 -0.51354  0.000
H 3.93201 -3.34633 -1.74264  0.000
H 1.86994 -0.32598 0.73003  -0.001
H 2.87676 0.31847 -1.30515  0.000
H 4.64736 0.31524 -1.39905  0.000
H 3.85426 0.78585 0.11192  0.000
H 5.03376 -2.72054 0.57665  0.000
H 5.67834 -1.07880 0.57017  0.000
H 5.72502 -2.04803 -0.91349  0.000
N 0.63775 1.62289 -0.04023  -0.008
C 1.00457 2.58947 -0.57317  0.001
N 1.39049 3.66358 -1.18470  0.000
C 0.70327 4.95931 -0.92936  0.000
C 1.73359 6.00539 -0.49648  0.000
C 2.87110 5.35078 0.27715  0.000
C 3.67463 4.39714 -0.61910  0.000
C 2.77954 3.77054 -1.68712  0.000
H -0.03596 4.78077 -0.14890  0.000
H 0.18331 5.24318 -1.84431  0.000
H 1.22772 6.75891 0.10714  0.000
H 2.12306 6.52908 -1.37222  0.000
H 2.45343 4.79935 1.12633  0.000
H 3.52759 6.10532 0.70685  0.000
H 4.14638 3.62186 -0.01250  0.000
H 4.48179 4.93037 -1.12406  0.000
H 3.10254 2.78271 -2.01111  0.000
H 2.71400 4.39126 -2.58062  0.000